Computed, not measured: a cluster of 14 separate species, H28O14 in total, with ωB97M-V with the def2-TZVPD basis set.

```
42
Properties=species:S:1:pos:R:3:forces:R:3:nbo_charge:R:1
H 4.739580 2.265173 -0.356916 -0.24 -0.05 0.02 0.477
H -4.489476 -0.357174 2.183048 -0.85 -0.08 0.07 0.465
O -3.800827 3.397935 -1.869685 -2.60 0.56 1.73 -0.923
O 4.381602 -1.032940 -1.107377 3.32 -4.64 -1.76 -0.941
H 3.279940 2.129258 0.075102 0.75 0.02 0.10 0.450
H -0.059569 3.474500 2.062128 -0.27 0.02 0.01 0.455
H -4.341564 3.269012 -1.027776 0.89 0.47 -1.78 0.460
O -1.421580 -3.878354 0.843570 -0.99 -3.37 1.20 -0.937
O -0.229480 2.153911 -2.097409 -0.56 2.31 0.17 -0.935
H -3.228284 -0.060155 -1.966394 0.28 -1.40 -1.32 0.452
H 1.369726 -2.118459 1.183762 0.24 0.13 -0.62 0.449
H -4.777554 0.914240 1.579419 0.94 2.52 -1.22 0.451
H -0.949358 -0.013380 0.685989 0.33 -0.28 0.39 0.495
H -0.666548 -0.390152 3.723464 0.13 1.71 0.87 0.455
H -3.058510 2.862468 -1.701675 1.77 -1.06 0.01 0.462
O 3.907327 2.750508 -0.301770 0.11 0.47 0.05 -0.928
H 4.061038 -0.333569 -0.641891 -0.88 2.71 1.81 0.469
H 0.794256 -4.066034 -3.303895 -0.39 1.21 0.87 0.475
O -3.592030 -0.649219 -2.696656 2.22 0.83 2.11 -0.912
H 5.054346 -1.504011 -0.516129 -1.63 1.26 -1.24 0.461
H 0.665443 0.094078 0.592568 -2.50 -0.53 -0.60 0.470
H -0.331755 3.142966 -1.956548 0.31 -1.61 -0.65 0.472
H -0.869400 -1.823150 3.861674 -0.03 -0.60 -0.25 0.481
O 3.471239 0.061951 0.922359 -1.67 -0.09 0.63 -0.983
O -5.246055 0.213689 1.940520 -0.07 -2.46 1.17 -0.915
O 0.471382 4.264945 1.936351 1.16 -0.65 0.38 -0.926
H -1.962903 -4.745348 0.815259 1.09 2.45 -0.29 0.471
H 1.255264 0.242347 -1.204377 -0.76 -0.07 -0.77 0.506
O 0.835193 -2.865288 0.917360 -0.21 -0.66 -2.19 -0.948
H 2.645356 -0.258628 0.445713 1.68 0.35 0.11 0.484
H -1.742520 -3.273965 0.202088 -0.77 0.57 -0.97 0.467
O -0.711836 -1.154172 3.191545 -0.09 -0.92 -0.67 -0.935
H -4.407784 -0.209660 -2.707875 -2.48 0.55 -0.82 0.460
H -0.488348 -3.662448 -2.598514 -0.29 0.07 0.06 0.466
O 2.114646 0.557156 -0.949784 -0.06 1.32 1.00 -0.911
O -0.200863 -0.029893 0.080878 1.46 0.72 0.70 -0.968
H 3.275217 -0.160388 1.816308 0.36 -0.21 1.45 0.474
H 0.749019 -2.952563 -0.107478 0.69 0.67 2.79 0.499
H 1.360296 3.962874 2.243158 -0.88 0.61 -0.41 0.472
H -0.211341 1.860653 -1.190395 -0.02 -0.63 0.53 0.461
O 0.404021 -3.341307 -2.742741 0.65 -1.24 -0.79 -0.940
H 1.952704 1.262579 -0.256977 -0.14 -1.00 -1.86 0.445
```
Positions in Å, forces in eV/Å.

Properties
energy relative to the best compared isomer or geometry (same formula, charge and spin): 5.332 eV
spin multiplicity: 1
net charge: 0
E_LUMO: -1.01 eV
HOMO-LUMO gap: 9.584 eV